[1]
A molecular structure, C24H45Cl3N3O4SiTm. Source: OMol25; level of theory: the ωB97M-V functional and the def2-TZVPD basis.

- <S²>: 2.00
- HOMO-LUMO gap (alpha / beta): 7.93 / 7.93 eV
- Total charge: 0
- Spin multiplicity: 3
- HOMO level (alpha / beta): -7.70 / -7.71 eV

Last column: Mulliken charge in e.
Positions of all 81 atoms, in Å:
C 3.1154 -2.6900 -1.9535  -1.11
C 2.6362 -1.6921 -2.9813  0.53
H 2.4895 -3.5985 -2.0214  0.29
H 3.0433 -2.3073 -0.9311  -0.02
H 4.1679 -2.9813 -2.1235  0.25
C 2.4944 -2.1032 -4.2510  0.02
C 2.4825 -3.5346 -4.7023  -1.48
H 2.4004 -1.3912 -5.0803  0.52
H 1.8252 -4.1583 -4.0693  0.28
H 3.4831 -3.9983 -4.6935  0.30
H 2.1056 -3.5928 -5.7367  0.39
Tm 1.6869 0.1087 0.7060  0.54
Cl 2.6544 -1.8288 1.9051  -0.60
Cl 3.3136 1.8851 1.3795  -0.62
C 0.1556 2.9003 1.2993  -0.26
O -0.0252 1.6631 1.0590  -0.33
N -0.7408 3.8778 1.1638  0.28
C -2.1729 3.6171 0.9955  -0.65
C -0.2575 5.2274 0.8565  -0.91
H 1.1454 3.2414 1.6120  0.28
H -2.5789 3.1006 1.8727  0.20
H -2.3888 3.0265 0.0965  0.17
H -2.6594 4.5927 0.9160  0.33
H 0.5047 5.5146 1.5891  0.34
H -1.1021 5.9209 0.9019  0.31
H 0.1984 5.2619 -0.1463  0.32
H -0.7404 -4.3990 3.9853  0.34
H 0.0293 -4.0819 0.6849  0.27
C -1.5942 -4.0398 3.3920  -0.92
C -1.0331 -3.9999 0.9519  -0.74
N -1.2101 -3.2677 2.2064  0.20
H -2.2059 -3.4286 4.0630  0.33
C -0.8011 -1.9940 2.3344  0.28
O -0.3217 -1.2726 1.4327  0.12
H -1.5974 -3.5013 0.1528  0.14
H -0.9687 -1.6589 3.3845  -0.30
H -2.1520 -4.9317 3.0907  0.32
H -1.4245 -5.0061 1.1275  0.34
O 2.2802 -0.0059 -1.2127  -0.10
C 2.5315 -0.2214 -2.5849  0.01
C 0.7796 0.1659 -4.5027  0.19
C 1.7969 0.6557 -3.6595  0.01
H 0.3223 -0.8168 -4.3140  0.77
C 0.3211 0.8953 -5.6157  -1.14
H 3.5652 0.1768 -2.6606  0.34
C 2.2834 1.9434 -3.9342  -0.40
H -0.4182 0.4618 -6.3040  0.40
C 0.7947 2.1893 -5.8518  -0.54
C 1.8084 2.6915 -5.0245  -0.71
H 3.0733 2.3488 -3.2918  0.43
H 0.4281 2.7816 -6.7034  0.37
H 2.2450 3.6720 -5.2331  0.37
Si -2.4833 -0.1740 -2.2068  0.70
Cl -1.5951 -1.9807 -2.6465  -0.34
C -3.3057 0.0675 -3.8565  -1.15
C -1.1421 1.1955 -1.9552  1.02
C -3.1622 -0.3898 -0.4876  -0.70
H -3.1763 1.0835 -4.2410  0.33
H -4.3698 -0.1289 -3.7636  0.38
H -2.8995 -0.6441 -4.5945  0.28
H -4.2408 -0.2209 -0.4865  0.46
H -2.6718 0.3039 0.2147  0.02
H -2.9553 -1.4149 -0.1538  0.08
H -0.2761 1.0887 -2.6132  -0.48
H -0.7535 1.2251 -0.9270  -0.96
H -1.5102 2.2117 -2.1435  0.47
C -0.7126 0.3666 7.0326  -0.93
N -0.4811 0.6007 5.6207  0.20
C -1.5357 1.1690 4.8190  -0.70
C 0.6796 0.2829 4.9915  0.72
C 1.7688 -0.2621 5.8459  -1.45
O 0.7533 0.4431 3.7480  -0.31
H -1.7088 0.7413 7.2853  0.30
H 0.0406 0.8985 7.6328  0.30
H -0.6514 -0.7044 7.2814  0.31
H -1.1906 2.0704 4.3014  0.17
H -1.9191 0.4688 4.0650  0.20
H -2.3534 1.4524 5.4793  0.33
H 1.4241 -1.1596 6.3731  0.38
H 2.6259 -0.5025 5.2174  0.27
H 2.0332 0.4942 6.5919  0.38

Cartesian forces (eV/Å) of the 3 atoms listed first:
C -0.52 -0.15 0.34
C 0.11 -0.17 -0.54
H 0.37 0.22 0.13

[2]
A molecular structure, C24H45Cl3N3O4SiZn. Source: OMol25; level of theory: the ωB97M-V functional and the def2-TZVPD basis.

- HOMO-LUMO gap: 8.02 eV
- Total charge: -1
- HOMO level: -5.46 eV

Last column: Mulliken charge in e.
Positions of all 81 atoms, in Å:
C 2.4587 -2.4637 -7.0647  -0.94
C 1.8890 -1.5210 -8.0552  0.33
H 2.2768 -3.4995 -7.3607  0.32
H 2.0409 -2.2804 -6.0703  -0.24
H 3.5453 -2.3370 -6.9775  0.27
C 1.7105 -1.8831 -9.3405  0.17
C 1.9904 -3.2445 -9.8793  -1.51
H 1.3499 -1.1706 -10.0823  0.25
H 1.6311 -4.0561 -9.2301  0.38
H 3.0552 -3.4287 -10.0859  0.28
H 1.4690 -3.3144 -10.8404  0.38
Zn 2.2635 -0.2432 -2.8308  0.66
Cl 3.4441 1.3385 -1.8275  -0.57
Cl 3.2271 -1.7182 -4.1069  -0.50
C 0.2188 2.9907 -2.1340  -0.03
O -0.0698 1.8370 -1.8239  -0.32
N -0.6550 3.8544 -2.7114  0.21
C -2.0473 3.4570 -2.8747  -0.75
C -0.1651 4.9972 -3.4668  -0.82
H 1.2221 3.4343 -1.9625  0.32
H -2.3447 2.8119 -2.0407  0.22
H -2.1948 2.9037 -3.8154  0.15
H -2.6437 4.3753 -2.9197  0.35
H 0.8031 5.2943 -3.0405  0.30
H -0.9030 5.8097 -3.4111  0.28
H -0.0174 4.7435 -4.5311  0.26
H -0.0608 -4.0742 -1.1015  0.23
H -0.7801 -2.8840 -3.1613  0.30
C -1.1118 -4.3363 -0.9075  -0.82
C -1.8143 -3.1961 -2.9699  -0.96
N -1.9957 -3.3785 -1.5459  0.20
H -1.3082 -4.3282 0.1724  0.29
C -2.7957 -2.5624 -0.8088  0.26
O -3.4415 -1.6101 -1.2448  -0.61
H -2.4982 -2.4265 -3.3350  0.25
H -2.8136 -2.8576 0.2656  0.23
H -1.3079 -5.3419 -1.3078  0.29
H -1.9789 -4.1496 -3.4859  0.33
O 0.7667 -0.2074 -6.3603  -0.09
C 1.5804 -0.1198 -7.5421  0.30
C -0.1874 0.4837 -9.2305  -0.15
C 1.0341 0.7962 -8.6351  0.20
H -0.7774 -0.3439 -8.8154  1.08
C -0.5920 1.1515 -10.3894  -1.21
H 2.5419 0.2803 -7.1829  0.18
C 1.8482 1.8010 -9.1796  -0.50
H -1.5737 0.9125 -10.8202  0.38
C 0.2707 2.0693 -10.9988  -0.44
C 1.4871 2.4046 -10.3850  -0.69
H 2.7815 2.0430 -8.6637  0.40
H 0.0038 2.4954 -11.9704  0.36
H 2.1629 3.1206 -10.8638  0.36
Si -0.6144 0.5579 -5.7782  0.14
Cl 0.3787 -1.2383 -1.8456  -0.51
C -2.1895 0.0370 -6.6646  -1.23
C -0.3470 2.3923 -5.9809  -0.89
C -0.8186 0.0072 -4.0335  0.78
H -2.2727 0.3715 -7.7053  0.46
H -3.0516 0.4584 -6.1235  0.43
H -2.2960 -1.0560 -6.6571  0.31
H -0.5285 -1.0489 -4.0549  -0.40
H -1.8414 0.0828 -3.6331  0.28
H -0.1967 0.5737 -3.3156  -0.98
H -0.2260 2.6606 -7.0372  0.40
H 0.5634 2.6916 -5.4496  0.30
H -1.1990 2.9643 -5.5983  0.36
C -1.7073 0.8044 4.2962  -0.92
N -1.8040 0.6880 2.8530  0.19
C -3.0782 0.9726 2.2441  -0.70
C -0.7284 0.5855 1.9991  0.59
C 0.6048 0.2317 2.6143  -1.24
O -0.8955 0.7610 0.7952  -0.58
H -2.6996 1.0743 4.6784  0.32
H -0.9881 1.5865 4.5984  0.30
H -1.3936 -0.1415 4.7689  0.27
H -3.0543 1.9401 1.7247  0.25
H -3.3338 0.1984 1.5115  0.14
H -3.8305 1.0034 3.0325  0.33
H 0.5281 -0.6937 3.2055  0.34
H 1.3052 0.0839 1.7861  0.26
H 0.9678 1.0477 3.2568  0.35

Cartesian forces (eV/Å) of the 3 atoms listed first:
C -0.09 -0.29 0.43
C -0.46 0.07 -1.25
H 0.02 0.07 0.11

[3]
A molecular structure, C24H45ClP2Tb. Source: OMol25; level of theory: the ωB97M-V functional and the def2-TZVPD basis.

- <S²>: 12.69
- HOMO-LUMO gap (alpha / beta): 5.01 / 5.31 eV
- Total charge: +1
- Spin multiplicity: 7
- HOMO level (alpha / beta): -10.04 / -10.14 eV

Last column: Mulliken charge in e.
Positions of all 73 atoms, in Å:
Tb -0.5527 0.0189 -1.7614  -0.32
C -2.2694 1.6309 -0.0398  0.57
C -2.8858 0.7753 -1.0241  0.45
C -2.3962 -0.4892 0.8533  1.02
C -2.0002 0.8493 1.1178  0.54
C -2.9131 -0.5592 -0.4764  -0.12
C -2.0480 3.0944 -0.1701  -1.53
H -2.0319 3.4088 -1.2219  0.32
H -1.0973 3.4107 0.2875  0.21
H -2.8556 3.6606 0.3227  0.37
C -1.4498 1.3407 2.4069  -1.74
H -1.1824 2.4016 2.3466  0.39
H -0.5419 0.7851 2.6849  0.30
H -2.1627 1.2325 3.2411  0.36
C -2.3117 -1.6300 1.8012  -1.51
H -3.3205 -1.9933 2.0582  0.36
H -1.8151 -1.3431 2.7400  0.41
H -1.7546 -2.4841 1.3794  0.10
C -3.3173 -1.7950 -1.1961  -0.83
H -4.2451 -1.6359 -1.7659  0.29
H -3.4722 -2.6178 -0.4874  0.43
H -2.5540 -2.1514 -1.9203  -0.07
C -3.3406 1.2086 -2.3792  -1.09
H -4.2859 1.7694 -2.3062  0.45
H -3.5239 0.3660 -3.0623  0.33
H -2.6276 1.8868 -2.8881  0.21
C 1.3466 0.7850 -2.7699  0.10
C 0.3017 1.6245 -3.0704  -0.15
C -0.3759 1.6634 -4.4241  -1.05
C -1.1375 0.3853 -4.8826  -1.57
C -1.3308 -0.7377 -3.8644  0.30
C -0.2577 -1.5495 -3.4927  -0.35
C 1.0858 -1.3631 -4.1954  -0.95
C 1.9821 -0.2029 -3.7074  -0.81
H 0.3453 1.9113 -5.2207  0.57
H -0.6228 0.0296 -5.7925  0.48
H -1.0878 2.5049 -4.3994  0.39
H 2.3823 0.2929 -4.6082  0.37
H 1.8912 0.8778 -1.8215  0.35
H -0.0047 2.4165 -2.3541  0.80
H 2.8299 -0.6452 -3.1669  0.35
H 1.6537 -2.3055 -4.1252  0.42
H -0.4025 -2.5506 -3.0491  0.42
H 0.9132 -1.1978 -5.2703  0.35
H -2.1307 0.7097 -5.2302  0.35
H -2.3493 -1.1489 -3.8280  0.94
P 2.4254 3.4876 0.2820  0.57
C 1.9871 3.8204 2.0405  -1.32
H 2.8300 4.3934 2.4507  0.46
H 1.8646 2.8941 2.6104  0.35
H 1.0757 4.4264 2.0950  0.35
C 3.9621 2.5673 0.6859  -1.26
H 4.5621 3.2392 1.3110  0.45
H 4.5160 2.3236 -0.2266  0.35
H 3.7285 1.6533 1.2413  0.34
C 3.2852 5.1343 0.1136  -1.31
H 3.8798 5.1934 -0.8067  0.35
H 3.9477 5.1879 1.0049  0.39
H 2.5611 5.9595 0.1404  0.34
P 0.7647 -4.1798 -0.5789  0.78
C 0.2797 -5.8552 -1.1170  -1.36
H 1.1664 -6.4845 -1.2817  0.38
H -0.2893 -5.7461 -2.0486  0.34
H -0.3821 -6.2755 -0.3506  0.38
C 2.4829 -4.0226 -1.2095  -1.19
H 2.4636 -3.8167 -2.2880  0.29
H 3.0225 -4.9569 -1.0012  0.46
H 2.9645 -3.1711 -0.7107  0.25
C 1.1363 -4.4980 1.1811  -1.28
H 1.7096 -5.4319 1.2608  0.39
H 0.1856 -4.5804 1.7214  0.35
H 1.6872 -3.6497 1.6040  0.33
Cl 1.0098 -0.8291 0.0542  -0.41

Cartesian forces (eV/Å) of the 3 atoms listed first:
Tb -4.80 -1.23 10.39
C 0.34 -0.94 -0.13
C 1.16 -0.63 0.20

Number 1: maximum force 0.05217 hartree/bohr. Number 2: maximum force 0.03828 hartree/bohr. Number 3: maximum force 0.22388 hartree/bohr.